The following is a DFT calculation (the ωB97M-V functional and the def2-TZVPD basis) of a cluster of 5 separate species, C32H55F12NO9Si in total.

Computed properties:
lowest unoccupied orbital energy = 0.452 eV
HOMO-LUMO gap = 10.142 eV
SMILES = CCCCCCCCCC[SiH2]CCCCNC(C)=O.CCOC(=O)C(F)(F)F.CCOC(=O)C(F)(F)F.CCOC(=O)C(F)(F)F.CCOC(=O)C(F)(F)F

Last columns: bonded neighbours and bond lengths (Å).
Atoms and positions in Å:
1 C 1.671 1.080 0.539  C2 1.538, H20 1.093, H21 1.094, H22 1.088
2 C 0.228 1.465 0.908  C1 1.538, C3 1.547, H23 1.091, H24 1.091
3 C -0.575 1.878 -0.348  C2 1.547, C4 1.545, H25 1.092, H26 1.094
4 C -0.786 3.401 -0.493  C3 1.545, C5 1.536, H27 1.093, H28 1.093
5 C -0.414 3.946 -1.881  C4 1.536, C6 1.541, H29 1.093, H30 1.095
6 C -1.010 5.348 -2.114  C5 1.541, C7 1.534, H31 1.096, H32 1.094
7 C -0.119 6.280 -2.945  C6 1.534, C8 1.532, H33 1.095, H34 1.093
8 C -0.261 6.063 -4.455  C7 1.532, C9 1.543, H35 1.096, H36 1.094
9 C 0.998 6.390 -5.286  C8 1.543, C10 1.537, H37 1.095, H38 1.095
10 C 1.092 7.840 -5.785  C9 1.537, Si11 1.883, H39 1.095, H40 1.096
11 Si 1.636 9.103 -4.498  C10 1.883, C12 1.889, H41 1.480, H42 1.484
12 C 3.228 8.562 -3.636  Si11 1.889, C13 1.544, H43 1.093, H44 1.097
13 C 3.496 9.094 -2.211  C12 1.544, C14 1.537, H45 1.094, H46 1.094
14 C 2.304 9.078 -1.239  C13 1.537, C15 1.522, H47 1.093, H48 1.091
15 C 1.667 10.451 -1.087  C14 1.522, N16 1.487, H49 1.100, H50 1.090
16 N 0.529 10.435 -0.130  C15 1.487, C17 1.417, H51 1.014
17 C 0.949 10.452 1.223  N16 1.417, C18 1.513, O19 1.211
18 C 0.957 11.784 1.941  C17 1.513, H52 1.089, H53 1.092, H54 1.090
19 O 1.306 9.445 1.791  C17 1.211
20 H 1.652 0.362 -0.283  C1 1.093
21 H 2.194 1.973 0.186  C1 1.094
22 H 2.218 0.653 1.377  C1 1.088
23 H -0.249 0.601 1.374  C2 1.091
24 H 0.275 2.303 1.605  C2 1.091
25 H -1.555 1.396 -0.316  C3 1.092
26 H -0.043 1.510 -1.230  C3 1.094
27 H -1.839 3.638 -0.315  C4 1.093
28 H -0.198 3.937 0.256  C4 1.093
29 H -0.762 3.241 -2.641  C5 1.093
30 H 0.675 4.040 -1.931  C5 1.095
31 H -1.143 5.807 -1.128  C6 1.096
32 H -2.005 5.277 -2.560  C6 1.094
33 H 0.920 6.127 -2.636  C7 1.095
34 H -0.385 7.309 -2.691  C7 1.093
35 H -0.493 5.007 -4.635  C8 1.096
36 H -1.105 6.634 -4.851  C8 1.094
37 H 0.999 5.712 -6.146  C9 1.095
38 H 1.878 6.110 -4.698  C9 1.095
39 H 0.126 8.150 -6.195  C10 1.095
40 H 1.795 7.868 -6.625  C10 1.096
41 H 0.552 9.213 -3.497  Si11 1.480
42 H 1.842 10.427 -5.136  Si11 1.484
43 H 3.309 7.473 -3.650  C12 1.093
44 H 4.045 8.920 -4.274  C12 1.097
45 H 4.272 8.458 -1.775  C13 1.094
46 H 3.934 10.095 -2.252  C13 1.094
47 H 2.678 8.805 -0.249  C14 1.093
48 H 1.559 8.326 -1.502  C14 1.091
49 H 2.447 11.136 -0.722  C15 1.100
50 H 1.318 10.856 -2.037  C15 1.090
51 H -0.006 11.284 -0.275  N16 1.014
52 H 0.324 12.536 1.471  C18 1.089
53 H 1.985 12.152 1.959  C18 1.092
54 H 0.645 11.627 2.973  C18 1.090
55 C 4.128 -5.802 1.573  C56 1.512, H64 1.090, H65 1.089, H66 1.089
56 C 4.004 -4.568 2.438  C55 1.512, O57 1.445, H67 1.087, H68 1.089
57 O 3.153 -3.579 1.818  C56 1.445, C58 1.319
58 C 1.853 -3.756 1.964  O57 1.319, O59 1.195, C60 1.541
59 O 1.298 -4.634 2.555  C58 1.195
60 C 1.094 -2.603 1.280  C58 1.541, F61 1.334, F62 1.339, F63 1.331
61 F 1.586 -2.341 0.068  C60 1.334
62 F 1.187 -1.490 2.017  C60 1.339
63 F -0.197 -2.903 1.151  C60 1.331
64 H 4.481 -5.536 0.577  C55 1.090
65 H 4.836 -6.499 2.021  C55 1.089
66 H 3.168 -6.306 1.468  C55 1.089
67 H 4.966 -4.074 2.554  C56 1.087
68 H 3.622 -4.805 3.429  C56 1.089
69 C -0.866 -4.872 5.199  C70 1.511, H78 1.090, H79 1.089, H80 1.090
70 C -2.140 -4.626 4.425  C69 1.511, O71 1.445, H81 1.088, H82 1.089
71 O -2.900 -5.844 4.263  C70 1.445, C72 1.321
72 C -3.651 -6.203 5.289  O71 1.321, O73 1.194, C74 1.542
73 O -3.779 -5.637 6.333  C72 1.194
74 C -4.417 -7.494 4.937  C72 1.542, F75 1.339, F76 1.338, F77 1.328
75 F -3.616 -8.395 4.355  C74 1.339
76 F -5.414 -7.218 4.089  C74 1.338
77 F -4.936 -8.045 6.028  C74 1.328
78 H -0.276 -5.650 4.717  C69 1.090
79 H -0.273 -3.959 5.236  C69 1.089
80 H -1.077 -5.190 6.220  C69 1.090
81 H -1.918 -4.295 3.413  C70 1.088
82 H -2.764 -3.870 4.900  C70 1.089
83 C 0.127 -1.641 -2.782  C84 1.512, H92 1.091, H93 1.090, H94 1.089
84 C -0.875 -2.153 -3.791  C83 1.512, O85 1.443, H95 1.088, H96 1.089
85 O -0.285 -2.269 -5.104  C84 1.443, C86 1.323
86 C 0.431 -3.360 -5.323  O85 1.323, O87 1.194, C88 1.543
87 O 0.640 -4.255 -4.560  C86 1.194
88 C 0.955 -3.350 -6.774  C86 1.543, F89 1.335, F90 1.339, F91 1.327
89 F 1.452 -2.155 -7.103  C88 1.335
90 F -0.046 -3.634 -7.616  C88 1.339
91 F 1.908 -4.261 -6.930  C88 1.327
92 H 0.554 -0.694 -3.115  C83 1.091
93 H -0.357 -1.487 -1.818  C83 1.090
94 H 0.945 -2.348 -2.647  C83 1.089
95 H -1.698 -1.453 -3.914  C84 1.088
96 H -1.291 -3.115 -3.494  C84 1.089
97 C -5.187 -11.752 4.097  C98 1.512, H106 1.090, H107 1.090, H108 1.089
98 C -3.711 -11.778 4.426  C97 1.512, O99 1.444, H109 1.087, H110 1.089
99 O -3.347 -13.000 5.104  C98 1.444, C100 1.322
100 C -3.148 -14.056 4.333  O99 1.322, O101 1.194, C102 1.543
101 O -3.231 -14.111 3.143  C100 1.194
102 C -2.731 -15.259 5.203  C100 1.543, F103 1.335, F104 1.339, F105 1.327
103 F -3.505 -15.368 6.286  C102 1.335
104 F -1.464 -15.104 5.609  C102 1.339
105 F -2.815 -16.387 4.509  C102 1.327
106 H -5.780 -11.905 4.999  C97 1.090
107 H -5.452 -10.790 3.661  C97 1.090
108 H -5.444 -12.538 3.387  C97 1.089
109 H -3.458 -10.982 5.121  C98 1.087
110 H -3.097 -11.657 3.535  C98 1.089

***

The following is a DFT calculation (the ωB97M-V functional and the def2-TZVPD basis) of a cluster of 5 separate species, C32H56Br2ClNO8S in total.

Computed properties:
lowest unoccupied orbital energy = -0.521 eV
HOMO-LUMO gap = 8.868 eV
SMILES = C/C(Br)=C(\Br)c1cc(C[C@@H](C)Cl)c2c(c1C)C(=O)N(S(C)(=O)=O)C2=O.CCOCC.CCOCC.CCOCC.CCOCC

Last columns: bonded neighbours and bond lengths (Å).
Atoms and positions in Å:
1 C 5.545 -6.407 -2.521  C2 1.495, H26 1.084, H27 1.082, H28 1.086
2 C 4.584 -5.545 -3.276  C1 1.495, Br3 1.891, C4 1.327
3 Br 4.924 -5.200 -5.104  C2 1.891
4 C 3.505 -4.989 -2.739  C2 1.327, Br5 1.910, C6 1.479
5 Br 3.112 -5.300 -0.896  C4 1.910
6 C 2.522 -4.111 -3.410  C4 1.479, C7 1.390, C15 1.407
7 C 1.297 -4.669 -3.754  C6 1.390, C8 1.398, H29 1.078
8 C 0.284 -3.921 -4.363  C7 1.398, C9 1.508, C13 1.388
9 C -1.062 -4.494 -4.731  C8 1.508, C10 1.528, H30 1.086, H31 1.088
10 C -1.761 -5.265 -3.613  C9 1.528, C11 1.516, Cl12 1.803, H32 1.085
11 C -3.260 -5.305 -3.836  C10 1.516, H33 1.086, H34 1.084, H35 1.085
12 Cl -1.165 -6.966 -3.593  C10 1.803
13 C 0.576 -2.584 -4.590  C8 1.388, C14 1.392, C24 1.501
14 C 1.812 -2.028 -4.270  C13 1.392, C15 1.387, C17 1.498
15 C 2.827 -2.763 -3.676  C6 1.407, C14 1.387, C16 1.502
16 C 4.131 -2.110 -3.319  C15 1.502, H36 1.088, H37 1.084, H38 1.079
17 C 1.768 -0.585 -4.672  C14 1.498, O18 1.169, N19 1.479
18 O 2.605 0.135 -5.055  C17 1.169
19 N 0.327 -0.256 -4.635  C17 1.479, S20 1.673, C24 1.467
20 S -0.154 0.254 -3.116  N19 1.673, C21 1.767, O22 1.437, O23 1.429
21 C -1.282 -0.922 -2.435  S20 1.767, H39 1.087, H40 1.085, H41 1.083
22 O 0.994 0.327 -2.255  S20 1.437
23 O -0.865 1.488 -3.233  S20 1.429
24 C -0.268 -1.486 -5.169  C13 1.501, N19 1.467, O25 1.180
25 O -1.145 -1.508 -5.957  C24 1.180
26 H 5.024 -7.224 -2.034  C1 1.084
27 H 6.310 -6.798 -3.178  C1 1.082
28 H 5.993 -5.797 -1.741  C1 1.086
29 H 1.122 -5.711 -3.538  C7 1.078
30 H -1.713 -3.675 -5.022  C9 1.086
31 H -0.960 -5.121 -5.615  C9 1.088
32 H -1.524 -4.810 -2.656  C10 1.085
33 H -3.450 -5.841 -4.762  C11 1.086
34 H -3.662 -4.300 -3.898  C11 1.084
35 H -3.737 -5.870 -3.042  C11 1.085
36 H 4.002 -1.567 -2.384  C16 1.088
37 H 4.379 -1.384 -4.085  C16 1.084
38 H 4.924 -2.835 -3.230  C16 1.079
39 H -0.921 -1.944 -2.510  C21 1.087
40 H -1.327 -0.669 -1.381  C21 1.085
41 H -2.259 -0.861 -2.899  C21 1.083
42 C -1.414 -2.523 2.371  C43 1.517, H47 1.091, H48 1.090, H49 1.091
43 C -0.971 -1.779 1.125  C42 1.517, O44 1.417, H50 1.091, H51 1.096
44 O -2.045 -1.272 0.350  C43 1.417, C45 1.422
45 C -2.894 -0.345 1.014  O44 1.422, C46 1.518, H52 1.096, H53 1.091
46 C -2.184 0.905 1.501  C45 1.518, H54 1.091, H55 1.089, H56 1.091
47 H -2.121 -3.314 2.117  C42 1.091
48 H -0.554 -2.967 2.874  C42 1.090
49 H -1.904 -1.857 3.083  C42 1.091
50 H -0.431 -2.460 0.465  C43 1.091
51 H -0.274 -0.975 1.385  C43 1.096
52 H -3.425 -0.835 1.839  C45 1.096
53 H -3.651 -0.070 0.279  C45 1.091
54 H -1.461 0.681 2.288  C46 1.091
55 H -2.899 1.619 1.908  C46 1.089
56 H -1.643 1.384 0.684  C46 1.091
57 C -1.734 5.715 4.179  C58 1.520, H62 1.091, H63 1.090, H64 1.091
58 C -1.030 4.769 3.220  C57 1.520, O59 1.415, H65 1.091, H66 1.096
59 O -1.899 4.129 2.306  C58 1.415, C60 1.414
60 C -2.615 4.962 1.415  O59 1.414, C61 1.516, H67 1.096, H68 1.091
61 C -1.704 5.728 0.476  C60 1.516, H69 1.091, H70 1.091, H71 1.091
62 H -2.543 5.199 4.700  C57 1.091
63 H -1.028 6.096 4.917  C57 1.090
64 H -2.167 6.572 3.661  C57 1.091
65 H -0.562 3.963 3.787  C58 1.091
66 H -0.225 5.286 2.687  C58 1.096
67 H -3.304 5.624 1.953  C60 1.096
68 H -3.233 4.286 0.822  C60 1.091
69 H -1.091 6.462 1.001  C61 1.091
70 H -2.277 6.258 -0.286  C61 1.091
71 H -1.026 5.024 -0.006  C61 1.091
72 C -1.458 -0.643 8.717  C73 1.519, H77 1.091, H78 1.090, H79 1.091
73 C -0.982 -0.440 7.288  C72 1.519, O74 1.415, H80 1.090, H81 1.096
74 O -1.511 -1.376 6.367  C73 1.415, C75 1.415
75 C -2.919 -1.384 6.231  O74 1.415, C76 1.520, H82 1.096, H83 1.091
76 C -3.496 -0.064 5.743  C75 1.520, H84 1.091, H85 1.090, H86 1.092
77 H -1.264 -1.665 9.042  C72 1.091
78 H -0.939 0.044 9.386  C72 1.090
79 H -2.529 -0.460 8.819  C72 1.091
80 H 0.099 -0.572 7.245  C73 1.090
81 H -1.187 0.584 6.954  C73 1.096
82 H -3.396 -1.693 7.168  C75 1.096
83 H -3.140 -2.160 5.498  C75 1.091
84 H -3.360 0.735 6.473  C76 1.091
85 H -4.566 -0.167 5.561  C76 1.090
86 H -3.010 0.247 4.817  C76 1.092
87 C 4.250 6.747 -0.542  C88 1.520, H92 1.091, H93 1.091, H94 1.091
88 C 3.637 5.472 0.014  C87 1.520, O89 1.414, H95 1.091, H96 1.096
89 O 2.247 5.354 -0.217  C88 1.414, C90 1.418
90 C 1.846 5.331 -1.577  O89 1.418, C91 1.516, H97 1.096, H98 1.090
91 C 2.393 4.146 -2.347  C90 1.516, H99 1.092, H100 1.090, H101 1.091
92 H 3.715 7.621 -0.168  C87 1.091
93 H 5.296 6.822 -0.244  C87 1.091
94 H 4.212 6.775 -1.631  C87 1.091
95 H 3.753 5.459 1.098  C88 1.091
96 H 4.165 4.591 -0.369  C88 1.096
97 H 2.081 6.287 -2.059  C90 1.096
98 H 0.759 5.242 -1.560  C90 1.090
99 H 3.478 4.174 -2.467  C91 1.092
100 H 1.951 4.114 -3.343  C91 1.090
101 H 2.132 3.229 -1.817  C91 1.091